The following is a quantum chemistry calculation of C33H40Br2ClO5Ti as an isolated structure at a distorted geometry, from the Open Molecules 2025 dataset.

Each line ends with the Löwdin spin population.
Atoms and positions in Å:
C (1.017, 0.320, 3.032)  0.009
H (-2.134, 6.930, 0.163)  0.000
C (-2.678, 0.642, 0.061)  0.001
H (-4.056, -0.666, -0.986)  0.000
H (-3.511, 0.719, -1.946)  0.000
H (-2.843, -3.270, 0.195)  0.000
H (-4.503, 0.739, 1.234)  0.000
H (0.220, 0.762, 2.449)  0.001
H (3.802, -1.098, 0.538)  0.013
C (3.158, -0.821, 4.374)  0.000
H (-2.154, -4.240, -3.804)  0.000
H (-3.083, -1.043, 1.355)  0.000
H (-4.374, 2.026, 0.045)  0.000
H (-2.350, 6.478, -2.345)  0.000
H (4.592, -2.767, -4.038)  0.000
C (-3.200, -3.828, -1.914)  0.002
C (0.782, 2.077, -0.697)  0.011
H (-2.963, 4.847, -2.064)  0.000
C (-1.915, 5.870, 0.295)  0.001
H (6.083, -1.338, -0.293)  -0.001
C (0.493, -3.996, 1.065)  0.010
C (0.147, -2.927, 2.154)  0.016
H (4.013, -1.225, 4.892)  0.000
C (1.450, -0.979, 2.694)  0.015
C (-1.160, 5.338, -0.933)  0.001
O (-1.258, -2.843, -1.012)  0.026
O (0.703, -1.676, 1.751)  0.047
H (-0.299, -2.403, -2.739)  0.006
C (3.104, -2.253, -2.558)  0.014
H (-1.524, 5.085, -3.052)  0.000
H (-2.568, -2.542, -3.556)  0.000
H (-3.392, 2.077, 1.520)  0.000
H (-2.765, 3.283, -0.352)  0.000
H (1.286, 2.025, 4.298)  0.000
H (-2.855, 5.345, 0.449)  0.000
H (-4.045, -3.139, -1.867)  0.000
H (0.536, -3.244, 3.127)  0.003
C (-0.200, 1.073, -0.530)  0.009
C (5.458, -2.076, -2.208)  0.016
H (-1.764, -0.015, 1.918)  0.000
H (0.662, 6.304, -0.252)  0.000
Br (7.260, -2.268, -2.855)  0.004
H (-1.304, 5.748, 1.188)  0.000
Cl (3.394, 1.274, 6.078)  0.002
C (-1.523, 1.571, -0.309)  0.007
C (-2.059, 5.442, -2.176)  0.001
O (1.175, -3.550, 0.100)  0.041
C (0.534, 3.423, -0.807)  0.000
C (-3.807, 1.425, 0.753)  0.000
H (1.367, 4.087, -0.964)  0.000
H (4.281, -2.742, 2.891)  0.000
C (-1.755, 2.926, -0.451)  -0.001
C (2.818, -1.788, -1.264)  0.030
C (-2.240, -3.453, -3.057)  0.002
H (2.874, -3.081, 1.880)  0.003
C (5.248, -1.612, -0.924)  0.002
Ti (1.034, -1.673, -0.251)  1.584
C (-3.203, -0.028, -1.216)  0.001
H (-3.593, -4.839, -2.015)  0.000
C (-2.223, -0.454, 1.033)  0.002
Br (2.597, 1.460, -0.785)  0.015
C (-0.904, -3.220, -2.327)  0.012
C (4.401, -2.402, -3.036)  0.000
C (0.057, 6.243, -1.154)  0.000
H (2.290, -2.524, -3.233)  0.002
C (1.614, 1.028, 4.044)  0.000
H (2.937, -3.666, 3.555)  0.000
H (-0.315, -4.151, -2.297)  0.001
C (2.665, 0.431, 4.749)  0.008
H (0.673, 5.883, -1.973)  0.000
O (0.129, -0.184, -0.620)  0.013
C (2.579, -1.539, 3.350)  0.009
H (-1.912, -4.686, -0.372)  0.000
H (-0.946, -2.828, 2.232)  0.002
H (-0.282, 7.247, -1.403)  0.000
C (-2.320, -3.707, -0.655)  0.004
H (-2.413, -0.642, -1.648)  0.000
C (3.944, -1.485, -0.474)  0.036
O (0.107, -5.144, 1.237)  0.001
H (-1.510, -1.119, 0.546)  0.001
C (-0.774, 3.883, -0.723)  0.012
C (3.195, -2.834, 2.896)  0.005

**Expectation value of S²**: 2.005
**2S+1**: 3
**ΔE to the lowest compared entry with this formula, charge and spin**: 2.211 eV
**HOMO (spin up / spin down)**: -0.06281 / -0.19226 hartree
**Maximum force**: 4.67 eV Å⁻¹
**Total charge**: -1
**Total energy**: -220832.3654 eV